{
  "formula": "C20H48O7S7",
  "method": "wB97M-V/def2-TZVPD",
  "lumo_energy_ha": 0.019,
  "homo_lumo_gap_ev": 8.7383,
  "energy_ev": -111677.749,
  "symbols": ["C", "S", "O", "C", "H", "H", "H", "H", "H", "H", "C", "S", "O", "C", "H", "H", "H", "H", "H", "H", "C", "S", "O", "C", "H", "H", "H", "H", "H", "H", "C", "S", "O", "C", "H", "H", "H", "H", "H", "H", "C", "S", "O", "C", "H", "H", "H", "H", "H", "H", "C", "S", "O", "C", "H", "H", "H", "H", "H", "H", "C", "S", "O", "C", "H", "H", "H", "H", "H", "H", "C", "C", "C", "C", "C", "C", "H", "H", "H", "H", "H", "H"],
  "coordinates": [[2.9847, 3.2627, 4.5927], [1.6167, 2.3107, 3.8647], [2.0327, 1.9407, 2.4497], [1.4897, 0.8907, 4.8397], [3.8557, 2.7187, 4.3357], [2.5857, 3.4297, 5.7147], [3.0857, 4.1027, 4.0847], [0.8977, -0.0083, 4.6487], [1.2027, 1.0817, 5.8977], [2.6357, 0.7567, 4.8577], [-1.7753, -1.9493, 1.6287], [-1.5003, -0.9753, 0.1387], [-2.2693, 0.3547, 0.4917], [0.2367, -0.6063, 0.4567], [-1.7953, -1.0963, 2.4427], [-1.3513, -2.9073, 1.8047], [-2.7833, -2.3923, 1.8307], [0.6557, 0.1337, -0.2493], [0.6567, -1.5703, 0.3587], [0.1957, 0.0727, 1.4087], [0.3067, 0.8317, -5.8293], [0.0107, 0.2237, -4.2083], [0.4057, -1.2613, -4.3153], [1.3047, 1.0497, -3.4203], [-0.1523, 0.1327, -6.6243], [1.2357, 0.7017, -6.0553], [-0.0983, 1.6747, -5.9323], [1.6137, 0.4937, -2.4963], [1.1937, 2.0857, -3.1383], [2.3547, 0.8447, -3.8903], [-4.5963, 2.2767, -2.5763], [-3.0033, 1.9767, -1.9113], [-2.0363, 2.2027, -3.0303], [-2.8783, 3.3917, -0.8613], [-4.5743, 1.4547, -3.2903], [-4.6843, 3.0487, -3.0463], [-5.1593, 1.9687, -1.9553], [-2.8713, 4.3107, -1.4283], [-2.1653, 3.3757, -0.1723], [-3.8223, 3.6177, -0.2333], [-3.9393, -1.6483, 4.8437], [-4.1093, -0.0003, 5.3227], [-2.9963, 0.2627, 6.3017], [-3.8143, 0.8727, 3.7437], [-2.8273, -1.9613, 4.3297], [-4.6293, -2.0633, 4.1897], [-3.9973, -2.3883, 5.7607], [-3.7683, 2.0157, 3.9677], [-4.4983, 0.4667, 3.0357], [-3.0473, 0.7387, 2.9947], [-0.1573, -6.7903, -0.9463], [0.1407, -6.5473, 0.7957], [-0.9443, -5.4633, 1.1057], [-0.6683, -7.9873, 1.4457], [-1.1673, -6.9503, -1.2353], [0.5047, -7.4463, -1.4333], [0.0237, -5.9513, -1.3603], [0.2017, -8.8263, 1.5227], [-1.4143, -8.0513, 0.7357], [-1.1023, -8.0213, 2.3327], [3.9007, -2.7233, -3.8893], [4.1567, -3.2963, -2.2573], [4.0307, -4.8333, -2.3873], [2.5327, -2.8813, -1.7543], [3.1797, -3.3343, -4.4903], [4.8287, -2.7263, -4.5653], [3.4507, -1.7883, -3.9393], [1.6717, -3.5283, -2.0263], [2.2637, -1.8863, -1.9263], [2.5467, -3.2133, -0.7173], [1.1367, 4.9797, -2.0413], [1.5037, 3.8337, -0.9063], [2.4917, 4.1057, 0.0557], [3.0377, 5.3627, 0.0767], [2.5897, 6.5517, -0.7703], [1.7667, 6.2557, -1.8963], [0.2317, 4.6927, -2.8093], [1.0077, 2.7297, -0.8823], [2.5777, 3.4317, 0.8087], [3.7857, 5.6467, 0.8057], [2.8547, 7.3267, -0.4973], [1.6237, 7.0867, -2.6263]],
  "forces_ev_per_a": [[-2.678, -4.094, 4.212], [-2.554, 2.817, -2.972], [0.180, -0.316, 1.381], [3.425, -1.057, 2.618], [1.248, -0.931, 0.839], [1.721, -0.368, -2.412], [-0.319, 4.127, -2.222], [0.231, 0.520, -1.238], [0.222, 0.664, -0.672], [-1.585, -1.428, 0.439], [-2.165, 1.729, 2.349], [-1.877, 2.424, 0.511], [1.438, -2.472, -0.430], [-1.415, 2.986, 1.110], [0.905, -1.940, -1.184], [2.134, -0.385, 0.027], [-0.237, 1.110, -1.424], [-0.490, -0.742, -0.308], [1.302, -0.793, 0.681], [0.557, -2.035, -1.058], [-3.057, -7.187, -0.287], [-1.085, -2.997, -0.364], [0.038, 1.577, 0.484], [4.518, -1.017, 1.257], [-0.051, 0.801, 1.643], [6.038, 0.038, -1.021], [-2.762, 7.181, -0.927], [-1.267, 0.355, -0.212], [-0.362, 0.279, -0.323], [-1.881, 0.789, -0.219], [8.409, -6.234, -3.529], [1.059, -0.263, 0.165], [0.167, 0.304, 0.008], [-5.108, 1.739, -0.830], [-0.221, -0.018, -0.529], [-1.317, 9.150, -4.759], [-8.122, -3.016, 8.311], [0.605, 0.152, -0.669], [3.547, -0.471, 2.511], [0.977, -1.112, -0.903], [4.670, -4.084, 0.702], [0.949, 1.578, 0.674], [-0.589, -0.092, -0.788], [0.624, 1.721, 0.319], [-2.883, 1.286, 1.532], [-1.694, -0.110, -1.455], [0.121, 1.959, -1.384], [-0.898, -2.117, -0.441], [-2.135, 0.488, -0.084], [1.901, -0.615, 0.861], [-0.792, -4.611, 2.437], [-2.448, 2.715, 1.078], [1.903, -1.003, -0.282], [5.373, -2.427, -2.836], [-1.108, -0.716, 0.460], [0.826, -1.370, -0.279], [1.656, 6.419, -2.493], [-2.350, 1.445, -0.858], [-1.552, -1.386, -1.524], [-1.491, 1.099, 4.305], [1.422, -1.383, -3.616], [-1.054, -3.369, -1.195], [0.976, 1.861, 0.554], [-1.333, -1.844, 1.900], [0.439, -0.123, 1.112], [-0.976, 0.083, 1.397], [-0.482, 2.071, 0.290], [1.008, 0.122, -1.267], [-0.269, 1.649, 0.123], [0.112, 0.922, 0.665], [-0.172, -3.115, 2.410], [-1.408, 1.264, -2.990], [-2.359, 1.644, -3.469], [-0.747, 4.643, -1.418], [-4.038, -18.573, -3.548], [-0.440, -0.450, 0.545], [2.751, 0.931, 1.903], [0.925, 3.092, -0.341], [0.977, -2.049, 2.044], [-0.060, -0.190, 0.310], [4.861, 13.641, 4.018], [-0.381, -0.872, 0.573]],
  "mulliken_charge": [-1.0722, 0.4853, -0.5895, -0.8803, 0.3898, 0.3080, 0.3896, 0.3262, 0.3613, 0.2735, -0.8987, 0.4933, -0.5713, -0.1570, -0.1864, 0.6604, 0.3799, -0.1427, 0.3812, -0.0168, -1.4165, 0.7166, -0.7121, -0.4315, 0.3265, 0.4837, 0.5047, 0.0607, 0.0733, 0.3373, -1.9023, 0.8554, -0.6479, -1.1993, 0.4093, 0.6008, 0.7172, 0.4440, 0.4263, 0.3304, -0.7977, 0.4689, -0.6154, -0.8031, 0.0995, 0.4482, 0.3129, 0.2937, 0.3803, 0.2274, -1.0162, 0.4720, -0.5984, -0.9591, 0.3744, 0.4498, 0.2933, 0.2636, 0.3045, 0.4316, -0.5251, 0.4071, -0.6513, -0.3917, 0.3023, 0.3156, 0.0100, 0.3557, -0.1214, 0.3247, -0.4028, 0.1358, -0.6297, -0.3470, -0.9219, -0.2857, 0.2217, 0.1918, 0.6583, 0.3226, 0.7913, 0.2995]
}


{
  "formula": "C20H49BN4O9P",
  "method": "wB97M-V/def2-TZVPD",
  "lumo_energy_ha": -0.081,
  "homo_lumo_gap_ev": 9.4906,
  "total_charge": 1,
  "energy_ev": -55882.799,
  "symbols": ["C", "C", "B", "O", "N", "N", "C", "C", "N", "P", "N", "H", "H", "H", "H", "H", "H", "H", "H", "H", "H", "H", "H", "H", "H", "H", "H", "H", "O", "C", "O", "C", "C", "C", "H", "H", "H", "H", "H", "H", "H", "H", "O", "C", "O", "C", "C", "C", "H", "H", "H", "H", "H", "H", "H", "H", "O", "C", "O", "C", "C", "C", "H", "H", "H", "H", "H", "H", "H", "H", "O", "C", "O", "C", "C", "C", "H", "H", "H", "H", "H", "H", "H", "H"],
  "coordinates": [[0.6065, 0.1922, 3.6121], [-0.6353, 1.1009, 3.7224], [-1.9757, 0.4124, 3.3521], [-2.1441, -0.9035, 3.1661], [-3.2359, 1.2937, 3.0132], [-4.4433, 0.4829, 3.0190], [-3.4218, 2.4731, 3.9350], [-4.1082, 2.0959, 5.2445], [-3.4842, 1.0400, 6.0080], [-3.0800, 1.9511, 1.2681], [-4.3956, 2.6512, 0.9154], [1.1122, 0.0910, 4.5714], [0.3597, -0.8055, 3.2561], [1.3392, 0.6032, 2.9213], [-0.7595, 1.4685, 4.7500], [-0.4926, 2.0193, 3.1418], [-2.9745, -1.3032, 3.4381], [-5.2097, 1.1208, 2.8022], [-4.3800, -0.1500, 2.2236], [-2.4265, 2.8744, 4.1196], [-4.0030, 3.2242, 3.3955], [-4.1431, 3.0169, 5.8352], [-5.1444, 1.8211, 5.0555], [-2.4768, 1.0097, 6.0036], [-3.8774, 0.1264, 5.8467], [-1.8286, 2.5596, 1.3653], [-2.8850, 0.6707, 0.7342], [-4.3403, 3.6250, 0.6504], [2.8299, -1.2874, 1.9569], [3.7113, -1.5764, 2.7256], [3.9454, -0.7357, 3.7555], [4.9418, -1.0022, 4.7605], [6.3268, -0.5915, 4.3111], [4.5825, -2.7871, 2.5414], [4.9038, -2.0488, 5.0621], [4.6158, -0.4080, 5.6126], [6.6684, -1.1661, 3.4499], [7.0375, -0.7471, 5.1237], [6.3360, 0.4651, 4.0433], [5.4027, -2.5161, 1.8718], [3.9932, -3.5608, 2.0565], [5.0146, -3.1804, 3.4558], [-1.8108, 2.7238, -0.8735], [-1.6905, 2.0509, -1.8829], [-0.4756, 1.9246, -2.3965], [-0.1893, 1.0814, -3.5390], [-0.4970, 1.7679, -4.8487], [-2.8711, 1.4522, -2.5890], [-0.7144, 0.1318, -3.4411], [0.8747, 0.8814, -3.4382], [-1.5608, 1.9745, -4.9582], [-0.2002, 1.1194, -5.6731], [0.0559, 2.7036, -4.9255], [-3.2722, 2.2137, -3.2598], [-3.6466, 1.2158, -1.8621], [-2.6475, 0.5799, -3.1923], [-3.9413, 0.0895, -5.2357], [-5.0857, -0.2580, -5.3839], [-5.3429, -1.2266, -6.2739], [-6.6521, -1.7891, -6.4698], [-7.4912, -0.9604, -7.4162], [-6.2226, 0.4119, -4.6511], [-7.1460, -1.9444, -5.5101], [-6.4505, -2.7712, -6.8921], [-7.6934, 0.0327, -7.0148], [-8.4462, -1.4561, -7.5925], [-6.9797, -0.8467, -8.3713], [-6.4948, 1.3078, -5.2110], [-5.8598, 0.7244, -3.6752], [-7.1117, -0.1994, -4.5331], [8.1513, -1.8347, 1.5539], [8.1412, -1.6903, 0.3603], [7.0433, -2.0988, -0.3098], [6.8246, -1.8380, -1.7043], [7.4920, -2.8672, -2.5900], [9.3162, -1.1263, -0.3955], [7.1342, -0.8220, -1.9525], [5.7421, -1.8821, -1.8108], [8.5766, -2.8447, -2.4868], [7.2464, -2.6721, -3.6345], [7.1441, -3.8674, -2.3336], [10.0159, -1.9427, -0.5802], [9.8080, -0.4017, 0.2474], [9.0653, -0.6668, -1.3464]],
  "forces_ev_per_a": [[0.082, 0.109, 0.053], [0.100, -0.074, -0.237], [-0.443, 0.246, -0.016], [0.451, -0.168, 0.432], [0.055, -0.059, 0.075], [-0.034, 0.091, 0.014], [-0.003, -0.111, -0.009], [0.109, 0.107, 0.086], [-0.056, -0.162, -0.113], [0.325, 0.284, -0.313], [-0.059, -0.099, 0.067], [-0.044, -0.028, -0.018], [0.015, 0.009, 0.014], [-0.056, -0.053, -0.006], [0.045, -0.019, -0.010], [-0.023, 0.009, 0.034], [-0.301, 0.036, -0.250], [0.000, -0.018, -0.071], [-0.022, -0.003, -0.009], [-0.008, 0.010, -0.035], [-0.056, -0.049, 0.036], [0.013, -0.010, -0.040], [0.021, -0.009, 0.065], [-0.001, 0.118, 0.118], [0.024, -0.006, -0.044], [-0.044, 0.001, 0.192], [0.043, 0.021, -0.030], [-0.092, 0.012, 0.009], [-0.021, -0.079, -0.028], [0.119, 0.179, 0.003], [-0.073, -0.114, 0.042], [0.047, 0.052, -0.024], [-0.025, -0.011, -0.050], [0.030, -0.104, -0.066], [-0.015, 0.003, 0.002], [0.017, 0.013, -0.003], [0.005, -0.005, 0.040], [0.002, 0.007, 0.002], [0.004, 0.006, 0.013], [0.017, -0.002, 0.029], [-0.019, 0.037, -0.030], [0.005, 0.003, 0.000], [-0.067, -0.268, 0.187], [0.095, 0.158, -0.313], [-0.046, -0.067, 0.118], [0.019, -0.020, -0.063], [-0.010, 0.061, 0.035], [-0.040, -0.102, 0.093], [-0.009, 0.017, 0.025], [0.001, 0.015, -0.018], [-0.003, -0.039, -0.020], [0.005, 0.004, 0.001], [0.001, -0.004, -0.008], [0.006, -0.015, -0.016], [0.019, 0.067, 0.033], [-0.040, 0.015, -0.021], [0.009, 0.040, 0.123], [-0.007, -0.006, -0.214], [0.020, -0.049, 0.106], [-0.019, 0.003, -0.025], [0.031, 0.021, -0.009], [0.007, -0.014, 0.035], [0.017, 0.004, 0.003], [-0.011, 0.007, -0.014], [-0.018, -0.009, 0.009], [0.002, 0.000, -0.006], [-0.008, 0.000, -0.001], [-0.009, -0.006, 0.001], [0.001, 0.013, -0.014], [-0.002, 0.006, 0.006], [0.029, 0.021, -0.003], [-0.111, -0.070, 0.004], [-0.080, 0.059, 0.040], [0.056, -0.012, -0.030], [0.007, -0.018, 0.032], [-0.005, 0.029, 0.028], [0.005, -0.001, 0.015], [0.005, -0.006, -0.010], [0.000, 0.012, -0.014], [-0.004, -0.005, 0.001], [0.002, 0.000, -0.007], [-0.003, 0.003, -0.009], [0.019, -0.017, 0.000], [0.002, 0.001, -0.004]],
  "mulliken_charge": [-1.3970, -0.3660, 0.5785, -0.7638, 0.5928, -0.8185, -0.4807, -0.7895, -0.4978, 0.3144, -0.7147, 0.3659, 0.2423, 0.3631, 0.3854, 0.3748, 0.3395, 0.2913, 0.2853, 0.3699, 0.3723, 0.3860, 0.3815, 0.2742, 0.2876, 0.2068, 0.1025, 0.2812, -0.5637, 0.9170, -0.3448, -0.4813, -0.7638, -0.9523, 0.3590, 0.3273, 0.1207, 0.3665, 0.2982, 0.1241, 0.3152, 0.3278, -0.6706, 0.5075, -0.3416, -0.4254, -0.8962, -0.7644, 0.3951, 0.3157, 0.2205, 0.3567, 0.3286, 0.3218, 0.3074, 0.3665, -0.5577, 0.7498, -0.3661, -0.4222, -0.9387, -0.8109, 0.3641, 0.3001, 0.2729, 0.3553, 0.2994, 0.2630, 0.1525, 0.3364, -0.5544, 0.8476, -0.3555, -0.4414, -0.9963, -1.1591, 0.3582, 0.3494, 0.2786, 0.3614, 0.3131, 0.2897, 0.3162, 0.3559]
}